1.
ORCA calculation (wB97M-V/def2-TZVPD) on a structure of composition C14H27N2OV in a non-equilibrium geometry.

Last column: Löwdin charge in e.
Cartesian coordinates (Å):
H 1.618 -2.438 1.189  0.09
H -0.684 2.305 -1.438  0.12
H 0.427 -0.965 4.486  0.13
H 2.131 -0.197 -3.033  0.08
H 1.797 -1.799 -3.644  0.13
C 1.923 -1.219 -2.722  0.04
H -0.017 2.888 0.077  0.13
N -0.695 1.091 4.458  0.19
H 1.509 -3.716 -0.033  0.12
H -0.990 2.041 4.465  0.12
V 0.381 0.260 -0.387  0.88
C -1.426 -2.241 1.029  0.03
C -0.796 0.060 -3.500  0.04
H -3.251 -0.089 -0.127  0.11
H -3.020 0.475 -1.795  0.10
C 1.584 -2.626 0.099  -0.01
H -2.300 -1.709 1.358  0.10
C 0.691 -1.243 -1.887  -0.27
H -1.748 -3.263 0.855  0.13
O -0.301 1.144 2.210  -0.02
C -2.843 -0.390 -1.113  0.01
H -0.788 -2.272 1.895  0.07
C -0.802 -1.650 -0.146  -0.20
N 0.253 -0.704 3.523  0.17
H -0.406 0.684 5.334  0.12
H -0.391 4.552 -1.717  0.10
C 1.358 1.669 -1.137  -0.12
H 2.592 -2.328 -0.271  0.10
H -3.485 -1.204 -1.500  0.13
H 2.780 -1.633 -2.193  0.10
H -0.137 0.935 -3.657  0.10
H 1.747 1.408 -2.152  0.11
C 0.518 -1.881 -0.620  -0.26
C 0.243 2.697 -0.990  -0.28
H 1.458 -0.309 0.032  0.05
C -0.503 -0.612 -2.191  -0.24
H -1.846 0.350 -3.607  0.10
H 1.378 4.507 -1.315  0.11
H 0.822 -1.167 2.805  0.10
C 0.534 3.971 -1.770  -0.04
H -0.599 -0.623 -4.348  0.12
C -0.212 0.548 3.310  -0.61
H 0.759 3.753 -2.822  0.10
H 2.170 1.792 -0.371  0.14
C -1.421 -0.839 -1.116  -0.22

Forces on atoms 1 to 3 (eV/Å):
-0.28 -0.09 -0.54
-0.10 -0.09 -0.09
0.07 -0.25 -0.36

As for the spin multiplicity: 3. The calculation puts the energy at -1677.6765 Eh. Its expectation value of S² is 2.021. For the HOMO energy (spin up / spin down), the calculation gives -16.458 / -16.461 eV. As for the net charge: +2. As for the molecular weight: 290.33 g/mol. The HOMO-LUMO gap (spin up / spin down) is 0.30865 / 0.20471 Eh.

2.
ORCA calculation (wB97M-V/def2-TZVPD) on a structure of composition C14H15IrN9O2S2SbSe5.

Last column: Löwdin charge in e.
Cartesian coordinates (Å):
C -0.644 2.899 1.309  -0.14
O -0.659 -2.934 1.433  -0.41
H 4.947 -1.050 2.133  0.11
C 2.878 1.652 -2.149  -0.84
H -5.483 3.916 -1.622  0.08
H 2.638 -0.857 3.019  0.10
H 5.674 -2.703 -0.977  0.09
O 0.091 -1.703 3.457  -0.28
N -5.402 0.573 0.358  0.01
H 0.418 4.300 2.563  0.09
H -1.750 1.460 -0.738  0.05
Se 2.286 0.841 -0.624  0.58
N -3.721 1.156 -0.784  -0.07
Sb 0.362 -2.874 -3.927  0.00
Se -2.416 -2.457 -2.231  0.07
C 2.856 -1.499 2.177  -0.09
Se 0.820 -1.434 -5.876  -0.18
H -1.220 3.649 0.772  0.11
N 0.774 0.959 2.546  0.13
N -2.482 1.168 -1.398  0.09
C 2.074 -3.030 0.481  -0.11
H -4.499 3.046 -2.808  0.09
H 3.542 -3.736 -0.900  0.10
Se 0.602 -1.106 -1.915  -0.04
S -3.409 -1.198 0.685  0.60
H 1.689 2.413 3.652  0.11
Ir -1.301 -1.433 -0.516  0.35
C 4.138 -1.609 1.677  -0.05
H 6.220 -1.623 0.158  0.09
H -3.713 3.877 -1.464  0.08
Se 2.680 -3.511 -4.275  -0.21
S 0.164 -1.889 2.040  0.58
C -4.725 2.090 -0.914  -0.33
C -0.133 0.696 1.588  -0.53
H 1.260 -3.574 0.022  0.10
H -2.510 1.624 -2.296  0.10
N -0.327 -0.585 1.186  -0.31
C 4.391 -2.389 0.545  -0.32
C -4.158 0.173 0.049  -0.71
C 3.354 -3.131 -0.021  -0.03
N -5.770 1.747 -0.231  0.12
H -6.032 0.084 0.968  0.15
N 3.260 2.211 -3.087  0.02
C 1.820 -2.195 1.563  -0.32
N 5.674 -2.456 0.002  0.10
C 0.253 3.269 2.291  -0.07
N -0.859 1.641 0.953  0.09
C -4.595 3.304 -1.753  -0.01
C 0.947 2.223 2.882  -0.13

Forces on atoms 1 to 3 (eV/Å):
-0.01 0.00 -0.02
0.04 0.02 -0.02
0.00 -0.01 0.00

As for the spin multiplicity: 6. The calculation puts the energy at -14333.9765 Eh. Its expectation value of S² is 8.802. For the HOMO energy (spin up / spin down), the calculation gives -4.405 / -4.697 eV. As for the net charge: -1. As for the molecular weight: 1114.25 g/mol. The calculation puts the energy above the lowest of the compared OMol25 structures with the same formula, charge and spin at 13.1 kJ/mol. The HOMO-LUMO gap (spin up / spin down) is 0.23381 / 0.19449 Eh.

3.
ORCA calculation (wB97M-V/def2-TZVPD) on an isolated molecule of C6H10S2 in a non-equilibrium geometry.

Last column: Löwdin charge in e.
Cartesian coordinates (Å):
S 2.952 0.505 -1.383  0.68
C -0.088 -0.743 -1.757  -0.08
H -0.445 0.723 2.430  0.08
C 2.308 -0.258 0.198  -1.01
H -2.200 -0.506 0.820  0.09
C -1.812 0.079 -0.049  -0.06
H -2.437 -0.081 -0.913  0.06
H 1.036 1.548 1.870  0.12
H -1.870 1.187 0.291  0.11
H -0.333 0.279 -2.347  0.14
C -0.349 -0.228 -0.362  -0.37
C 0.509 0.508 1.890  -0.15
S 3.360 -0.520 1.356  0.67
H 1.023 -0.912 -1.845  0.01
C 0.561 -0.110 0.568  -0.29
H 4.219 0.498 -1.031  -0.17
H -0.656 -1.579 -2.198  0.08
H 1.001 -0.304 2.575  0.08

Forces on atoms 1 to 3 (eV/Å):
-1.82 -0.71 0.77
1.18 3.03 -0.94
0.18 -0.47 -1.16

The calculation puts the energy at -1030.8851 Eh. For the HOMO energy, the calculation gives -8.532 eV. As for the net charge: 0. The SMILES is CC(C)=C(C)C(=S)S. As for the molecular weight: 146.28 g/mol. The calculation puts the energy above the lowest of the compared OMol25 structures with the same formula, charge and spin at 243.8 kJ/mol. The HOMO-LUMO gap is 0.30482 Eh.